No. 1
Below is 5 unconnected molecules or ions with the total composition C28H53FN2O18P in a non-equilibrium geometry, with properties calculated with the ωB97M-V functional and the def2-TZVPD basis.

Cartesian coordinates (Å):
C 2.73539 -1.46795 4.61785
C 2.92854 -1.64381 3.13017
N 3.92672 -1.21502 2.48396
C 1.84528 -2.40171 2.37459
C 1.50967 -1.86908 0.99305
F 2.57130 -2.03338 0.13752
O 1.22389 -0.51460 0.98235
C -0.07293 -0.03420 1.33375
C -1.20353 -1.06466 1.34543
C -2.57130 -0.36128 1.23057
C -3.70835 -1.03432 2.00105
C -4.11990 -0.33712 3.28629
O -3.55392 0.57333 3.80964
O -5.25936 -0.85574 3.83497
C -0.04647 0.73168 2.65857
O 1.18755 1.37180 2.85301
C 1.11242 2.32329 3.89227
P 0.33538 3.86974 3.21494
N -0.38730 3.71765 1.81495
C 2.51642 2.55757 4.56120
O 3.06374 3.64323 4.32098
O 2.89272 1.60470 5.26795
H 3.47401 -2.07300 5.15657
H 2.88915 -0.41428 4.88686
H 1.73926 -1.76664 4.95084
H 4.56829 -0.74508 3.12557
H 2.15758 -3.44893 2.26500
H 0.92538 -2.40655 2.96613
H 0.70261 -2.45858 0.54353
H -0.35450 0.68023 0.54851
H -1.17356 -1.67339 2.25900
H -1.11124 -1.73205 0.48517
H -2.49330 0.68149 1.54651
H -2.85460 -0.34886 0.17380
H -3.46585 -2.07156 2.25999
H -4.60580 -1.08946 1.36978
H -5.77524 -1.30109 3.15134
H -0.28463 0.07532 3.51524
H -0.83779 1.48927 2.59297
H 0.45468 1.95848 4.69818
H 1.29899 4.87188 3.33247
H -0.54544 4.18415 4.27494
H -0.00001 4.35657 1.13123
C 2.36854 -0.94090 -3.09045
C 3.53344 -1.14506 -4.02820
O 3.69214 -2.53367 -4.39576
C 2.85760 -2.97772 -5.32268
O 2.02414 -2.33790 -5.91493
O 3.10762 -4.27791 -5.52434
C 2.26241 -4.89625 -6.49460
H 2.46929 -1.56652 -2.20455
H 2.33804 0.09908 -2.76332
H 1.42884 -1.17816 -3.58929
H 4.47334 -0.88922 -3.54471
H 3.43248 -0.55345 -4.93777
H 2.28609 -4.34785 -7.43422
H 1.23610 -4.94372 -6.13283
H 2.65904 -5.89828 -6.62907
C -5.60735 2.48615 -4.44964
C -5.18413 2.40286 -2.99965
O -4.32739 1.27441 -2.75341
C -3.04972 1.44824 -3.11778
O -2.58634 2.44834 -3.59957
O -2.38523 0.33140 -2.83998
C -0.97660 0.38120 -3.11739
H -6.07626 1.55256 -4.76419
H -6.32664 3.29594 -4.57766
H -4.74971 2.68181 -5.09081
H -6.04219 2.23396 -2.35010
H -4.67787 3.31182 -2.67776
H -0.51562 1.22524 -2.60893
H -0.79473 0.44807 -4.18871
H -0.57657 -0.54954 -2.72833
C 9.88852 3.54277 2.23753
C 9.41591 2.49935 1.24736
O 8.33276 1.72120 1.76430
C 7.12634 2.32505 1.71737
O 6.92876 3.41284 1.23386
O 6.24184 1.51560 2.25450
C 4.89090 2.02698 2.34519
H 10.14861 3.07288 3.18689
H 10.77133 4.05301 1.84826
H 9.10957 4.28215 2.41551
H 10.20038 1.77028 1.04577
H 9.11449 2.95898 0.30600
H 4.54910 2.37142 1.37172
H 4.83799 2.83240 3.07223
H 4.27391 1.20428 2.67609
C -7.18847 -0.18996 -3.01294
C -5.99634 -0.56153 -2.16059
O -6.39697 -1.09316 -0.88073
C -6.78293 -2.36627 -0.87976
O -6.82107 -3.10747 -1.82738
O -7.08475 -2.70042 0.37869
C -7.49428 -4.06062 0.55734
H -7.83730 0.50434 -2.47783
H -6.84624 0.29252 -3.92908
H -7.76478 -1.07355 -3.28336
H -5.40105 0.31306 -1.90703
H -5.35358 -1.28541 -2.65925
H -6.76644 -4.74046 0.12026
H -8.46809 -4.22626 0.09957
H -7.55488 -4.20699 1.63140

As for the total charge: -1. The calculation puts the gap between HOMO and LUMO at 6.9 eV.

Results of the Mulliken charge analysis, in e, for atoms 1 through 99:
1 C -1.20
2 C 0.72
3 N -0.62
4 C -0.97
5 C 0.38
6 F -0.35
7 O -0.21
8 C 0.31
9 C -0.92
10 C -0.02
11 C -0.53
12 C 0.70
13 O -0.48
14 O -0.54
15 C -0.92
16 O 0.38
17 C -0.04
18 P 0.27
19 N -0.70
20 C 0.12
21 O -0.73
22 O -0.79
23 H 0.38
24 H 0.18
25 H 0.35
26 H 0.37
27 H 0.52
28 H 0.21
29 H 0.23
30 H -0.05
31 H 0.38
32 H 0.41
33 H 0.50
34 H -0.20
35 H 0.41
36 H -0.05
37 H 0.33
38 H -0.02
39 H 0.42
40 H 0.51
41 H 0.04
42 H 0.02
43 H 0.22
44 C -0.78
45 C -0.48
46 O -0.36
47 C 0.80
48 O -0.58
49 O -0.34
50 C -0.63
51 H 0.27
52 H 0.49
53 H 0.14
54 H 0.32
55 H 0.37
56 H 0.29
57 H 0.29
58 H 0.22
59 C -1.26
60 C -0.50
61 O -0.26
62 C 0.54
63 O -0.57
64 O -0.31
65 C -0.79
66 H 0.37
67 H 0.37
68 H 0.35
69 H 0.42
70 H 0.50
71 H 0.38
72 H 0.45
73 H 0.22
74 C -1.09
75 C -0.19
76 O -0.38
77 C 0.72
78 O -0.58
79 O -0.28
80 C 0.06
81 H 0.28
82 H 0.35
83 H 0.32
84 H 0.29
85 H 0.31
86 H 0.28
87 H 0.32
88 H -0.44
89 C -1.21
90 C 0.22
91 O -0.37
92 C 0.71
93 O -0.57
94 O -0.30
95 C -0.70
96 H 0.37
97 H 0.04
98 H 0.46
99 H 0.38

---

No. 2
Below is a single C23H14F9NO4S molecule in a non-equilibrium geometry, with properties calculated with the ωB97M-V functional and the def2-TZVPD basis.

Cartesian coordinates (Å):
O -5.92314 1.83865 2.86540
N -5.48490 0.66214 2.71737
O -6.16901 -0.38998 2.79474
C -4.07793 0.53702 2.43853
C -3.47673 -0.71652 2.09647
C -2.14109 -0.73634 1.68861
C -1.35777 0.45682 1.66771
C 0.07315 0.50839 1.15610
C 0.44609 0.74729 -0.63541
C 1.87454 0.65362 -1.09738
C 2.70119 1.70152 -0.67475
C 4.07258 1.65269 -0.83944
C 4.64775 0.49449 -1.30825
C 6.12915 0.28744 -1.16526
F 6.45912 -0.97784 -0.77996
F 6.68099 1.13937 -0.25227
F 6.75255 0.51225 -2.36115
C 3.87485 -0.48654 -1.90809
C 2.48265 -0.37924 -1.85310
C -0.53992 -0.16007 -1.30987
C -0.30826 -1.54362 -1.35603
C -1.24898 -2.37675 -1.95696
C -2.43124 -1.83117 -2.42705
C -3.42129 -2.68091 -3.16253
F -4.71200 -2.33549 -2.88753
F -3.22780 -2.49698 -4.51010
F -3.28358 -4.00932 -2.90234
C -2.70490 -0.48023 -2.29055
C -1.78576 0.34791 -1.67619
S 1.04677 1.29121 2.49696
O 0.44098 1.12300 3.80791
O 1.48834 2.59467 2.02517
C 2.60159 0.19785 2.60711
F 3.67979 1.00528 2.80528
F 2.84205 -0.50237 1.44846
F 2.53585 -0.69491 3.59607
C -1.97707 1.66839 2.07420
C -3.33091 1.73982 2.43932
H -4.04252 -1.65480 2.16820
H -1.62769 -1.67989 1.48124
H 0.44284 -0.52934 1.07588
H 0.12814 1.83544 -0.57489
H 2.26312 2.55253 -0.16815
H 4.69542 2.45418 -0.47011
H 4.34338 -1.35658 -2.33719
H 1.88641 -1.13710 -2.36180
H 0.62416 -1.97506 -0.96488
H -1.07891 -3.44834 -1.99313
H -3.66271 -0.08353 -2.58426
H -2.00218 1.40493 -1.51918
H -1.36590 2.57899 2.13991
H -3.83132 2.67701 2.73717

The relative energy (zero: lowest compared OMol25 entry of this formula, charge and spin) is 125.1 kJ/mol. As for the total charge: 0. The SMILES is O=[N+]([O-])c1ccc([C@@H](C(c2ccc(C(F)(F)F)cc2)c2ccc(C(F)(F)F)cc2)S(=O)(=O)C(F)(F)F)cc1. The calculation puts the gap between HOMO and LUMO at 8.3 eV.

In the Mulliken picture, each atom carries the following charge in e:
1 O -0.57
2 N 0.93
3 O -0.58
4 C -0.08
5 C -0.77
6 C -0.06
7 C 0.32
8 C -0.99
9 C 0.09
10 C -0.02
11 C -0.69
12 C -0.77
13 C 0.47
14 C 0.79
15 F -0.26
16 F -0.27
17 F -0.26
18 C -1.30
19 C -0.22
20 C 0.50
21 C -0.49
22 C -1.13
23 C 0.28
24 C 0.84
25 F -0.26
26 F -0.25
27 F -0.27
28 C -1.00
29 C -0.29
30 S 1.22
31 O -0.62
32 O -0.62
33 C 0.64
34 F -0.22
35 F -0.17
36 F -0.24
37 C -0.10
38 C -0.68
39 H 0.46
40 H 0.41
41 H 0.65
42 H 0.65
43 H 0.47
44 H 0.45
45 H 0.45
46 H 0.77
47 H 0.66
48 H 0.45
49 H 0.44
50 H 0.43
51 H 0.39
52 H 0.46

---

No. 3
Below is a molecular structure, C2H4INS in a non-equilibrium geometry, with properties calculated with the ωB97M-V functional and the def2-TZVPD basis.

Cartesian coordinates (Å):
C 0.52524 -0.62233 -0.23810
C 0.22864 0.79836 0.26066
N 1.65565 -1.19266 0.39365
S 1.30768 2.22366 0.03195
I 3.25578 -0.11141 -0.04316
H -0.41083 -1.20406 0.05693
H 0.87117 -0.44756 -1.31773
H -0.85735 1.06313 -0.14786
H 0.16274 0.75733 1.40932

The relative energy (zero: lowest compared OMol25 entry of this formula, charge and spin) is 167.2 kJ/mol. Its expectation value of S² is 2.011. The spin multiplicity is 3. As for the total charge: 0. The calculation puts the gap between HOMO and LUMO (alpha / beta) at 8.2 / 6.5 eV.

In the Mulliken picture, each atom carries the following charge in e:
1 C -0.43
2 C -0.56
3 N -0.40
4 S -0.16
5 I 0.23
6 H 0.33
7 H 0.36
8 H 0.28
9 H 0.33

---

No. 4
Below is a molecular structure, C38H40F12Ge2NO2SiTi, with properties calculated with the ωB97M-V functional and the def2-TZVPD basis.

Cartesian coordinates (Å):
Ti -0.09860 -0.02763 0.12342
C 2.32227 -5.75380 -3.03539
C 2.16205 -4.55210 -2.14470
C 3.14186 -3.56501 -2.08556
C 2.97402 -2.46417 -1.27416
C 1.83971 -2.28957 -0.46983
N 1.73077 -1.15318 0.34667
C 2.72059 -0.92668 1.26065
C 3.71081 -1.90962 1.53830
C 4.80579 -1.67532 2.33573
C 4.99968 -0.44258 2.95313
C 6.19891 -0.16381 3.81982
C 3.98987 0.48899 2.78706
C 2.84766 0.27706 2.01800
C 1.71898 1.31703 2.07307
O 0.49946 0.80676 1.77058
C 1.99236 2.49712 1.09470
F 3.27055 2.91907 1.08370
F 1.22874 3.57494 1.33517
F 1.69956 2.09141 -0.15697
C 1.57834 1.91721 3.51030
F 2.54068 2.83268 3.80996
F 0.41175 2.54201 3.67836
F 1.64581 0.96356 4.45187
C 0.81582 -3.24896 -0.58266
C 1.00735 -4.35974 -1.40372
C -0.52516 -2.95584 0.10474
O -0.98285 -1.71470 -0.25277
C -0.38658 -3.07678 1.68284
F -0.84018 -1.98081 2.29415
F 0.87539 -3.27142 2.08672
F -1.08949 -4.12051 2.19357
C -1.66787 -3.90990 -0.34005
F -1.88180 -3.81236 -1.66239
F -1.45412 -5.22321 -0.08213
F -2.82224 -3.58939 0.26174
H 3.26575 -6.27130 -2.84267
H 1.51028 -6.46612 -2.88103
H 2.31482 -5.45800 -4.08728
H 4.03252 -3.64811 -2.70013
H 3.73370 -1.69213 -1.23777
H 3.60123 -2.88588 1.08967
H 5.52684 -2.47531 2.48264
H 7.11101 -0.57994 3.38496
H 6.35016 0.91005 3.94265
H 6.09023 -0.59498 4.82054
H 4.09797 1.43585 3.30062
H 0.23180 -5.10592 -1.49367
C 3.57516 2.19683 -2.79848
Ge 1.69407 2.28132 -3.41517
C 1.02400 4.04659 -2.83780
C 1.90961 2.47206 -5.38628
Ge 0.29508 0.41315 -2.58892
C -1.44941 0.70912 -3.52500
C -2.51660 -0.12595 -3.18207
C -3.74734 -0.03029 -3.81860
C -3.95212 0.92634 -4.80301
C -2.91435 1.78355 -5.14274
C -1.68197 1.66776 -4.51212
C 0.97042 -1.06270 -3.78504
C 2.21121 -1.03509 -4.42451
C 2.62234 -2.04831 -5.28127
C 1.79423 -3.13518 -5.52068
C 0.56660 -3.20128 -4.87527
C 0.16874 -2.18308 -4.02053
H 4.11408 3.08635 -3.13613
H 4.07960 1.31935 -3.20724
H 3.63710 2.14440 -1.71325
H 1.70819 4.83477 -3.16280
H 0.92780 4.08805 -1.75398
H 0.03860 4.23799 -3.26545
H 2.50126 3.36774 -5.59588
H 0.94902 2.56681 -5.89353
H 2.42482 1.60810 -5.80654
H -2.38897 -0.84876 -2.38136
H -4.55668 -0.68936 -3.52457
H -4.91653 1.01278 -5.29126
H -3.06482 2.54565 -5.90012
H -0.88618 2.34733 -4.79638
H 2.88155 -0.20002 -4.25585
H 3.59127 -1.98544 -5.76605
H 2.10529 -3.92604 -6.19508
H -0.08354 -4.05588 -5.03081
H -0.79140 -2.26401 -3.52535
C -2.24659 3.24784 -0.84008
Si -2.26211 1.63770 0.20004
C -4.02193 0.95265 -0.15284
C -2.47298 2.35129 1.97010
H -3.13943 3.85386 -0.64340
H -2.21044 3.03247 -1.91157
H -1.36829 3.85215 -0.59411
H -4.78195 1.63208 0.25200
H -4.16665 -0.03167 0.30098
H -4.19732 0.85260 -1.22518
H -3.46417 2.80265 2.10040
H -1.71891 3.12107 2.15285
H -2.33504 1.58595 2.73768

The relative energy (zero: lowest compared OMol25 entry of this formula, charge and spin) is 0.0 kJ/mol. Its expectation value of S² is 0.754. The spin multiplicity is 2. As for the total charge: -2. The calculation puts the gap between HOMO and LUMO (alpha / beta) at 5.9 / 5.8 eV.

In the Mulliken picture, each atom carries the following charge in e:
1 Ti 1.12
2 C -1.70
3 C 0.63
4 C -1.16
5 C 0.61
6 C -0.57
7 N 1.47
8 C -0.26
9 C -0.49
10 C -1.09
11 C 0.52
12 C -1.74
13 C -0.84
14 C -0.40
15 C 2.07
16 O -0.90
17 C 0.28
18 F -0.32
19 F -0.32
20 F 0.28
21 C 0.26
22 F -0.30
23 F -0.18
24 F -0.28
25 C -0.79
26 C -0.38
27 C 2.08
28 O -1.10
29 C 0.36
30 F -0.24
31 F -0.25
32 F -0.36
33 C -0.14
34 F -0.14
35 F -0.31
36 F -0.30
37 H 0.41
38 H 0.36
39 H 0.20
40 H 0.26
41 H 0.57
42 H 0.37
43 H 0.34
44 H 0.38
45 H 0.38
46 H 0.28
47 H 0.43
48 H 0.38
49 C -1.25
50 Ge 1.31
51 C -1.17
52 C -1.41
53 Ge 0.09
54 C -0.06
55 C 0.21
56 C -1.05
57 C -0.53
58 C -0.71
59 C -0.09
60 C -0.48
61 C 0.41
62 C -0.99
63 C -0.47
64 C -0.94
65 C 0.13
66 H 0.43
67 H 0.41
68 H 0.19
69 H 0.45
70 H 0.18
71 H 0.36
72 H 0.48
73 H 0.43
74 H 0.34
75 H 0.49
76 H 0.40
77 H 0.31
78 H 0.38
79 H -0.20
80 H -0.11
81 H 0.38
82 H 0.41
83 H 0.35
84 H 0.12
85 C -1.25
86 Si 0.71
87 C -1.29
88 C -1.28
89 H 0.48
90 H 0.24
91 H 0.23
92 H 0.46
93 H 0.25
94 H 0.26
95 H 0.43
96 H 0.23
97 H 0.25

---

No. 5
Below is 2 unconnected molecules or ions with the total composition C5H12NO2, with properties calculated with the ωB97M-V functional and the def2-TZVPD basis.

Cartesian coordinates (Å):
O 2.77071 -0.96326 0.92192
C 1.92969 -1.40642 1.63859
C 0.52381 -1.62799 1.14248
N 0.41577 -1.06853 -0.23650
H 2.11127 -1.67560 2.68802
H 0.27635 -2.68978 1.11608
H -0.25054 -1.15291 1.74558
H -0.47423 -1.32950 -0.67777
H 0.43056 -0.03913 -0.24238
H 1.22852 -1.30625 -0.81213
C -0.77429 2.88738 0.03304
C -0.82336 1.69505 -0.86590
C -1.85665 0.85744 -0.88827
O -1.89553 -0.30479 -1.66115
H -0.71778 3.80372 -0.55142
H -1.65996 2.93434 0.66593
H 0.08488 2.84581 0.70465
H -0.08077 1.54590 -1.64910
H -2.73714 0.96578 -0.26314
H -2.83251 -0.52316 -1.71898

The relative energy (zero: lowest compared OMol25 entry of this formula, charge and spin) is 147.3 kJ/mol. As for the total charge: +1. The calculation puts the gap between HOMO and LUMO at 9.9 eV.

In the Mulliken picture, each atom carries the following charge in e:
1 O -0.42
2 C 0.15
3 C -0.60
4 N -0.22
5 H 0.37
6 H 0.37
7 H 0.37
8 H 0.36
9 H 0.20
10 H 0.38
11 C -1.06
12 C -0.38
13 C -0.08
14 O -0.53
15 H 0.31
16 H 0.36
17 H 0.28
18 H 0.48
19 H 0.31
20 H 0.35

---

No. 6
Below is a single C5H9ClN3PS molecule in a non-equilibrium geometry, with properties calculated with the ωB97M-V functional and the def2-TZVPD basis.

Cartesian coordinates (Å):
C -1.48625 -1.98287 -0.66242
N -0.46741 -0.90966 -0.86992
C -0.40963 -0.35187 -2.22381
P 1.05921 -0.80894 0.01872
S 2.74425 -0.66602 -0.99115
Cl 0.93851 -2.29780 1.31281
N 0.80615 0.62339 1.04256
C -0.23907 1.51885 0.87403
C -0.10343 2.51334 1.77442
N 1.08591 2.33515 2.52444
C 1.60311 1.24705 2.06005
H -1.65313 -2.01581 0.45672
H -2.39743 -1.63432 -1.10604
H -1.18161 -2.84579 -1.08789
H -1.14279 -1.00396 -2.74420
H -0.73057 0.69198 -2.14336
H 0.66266 -0.46172 -2.51866
H -1.11798 1.55930 0.17873
H -0.60576 3.43291 1.89994
H 2.63524 1.05677 2.20503

The relative energy (zero: lowest compared OMol25 entry of this formula, charge and spin) is 48.9 kJ/mol. As for the total charge: 0. The SMILES is CN(C)[P@](=S)(Cl)n1ccnc1. The calculation puts the gap between HOMO and LUMO at 9.5 eV.

In the Mulliken picture, each atom carries the following charge in e:
1 C -1.29
2 N 0.16
3 C -0.94
4 P 0.45
5 S -0.35
6 Cl -0.21
7 N 0.09
8 C -0.01
9 C -0.47
10 N -0.53
11 C -0.18
12 H 0.43
13 H 0.45
14 H 0.40
15 H 0.39
16 H 0.19
17 H 0.34
18 H 0.27
19 H 0.43
20 H 0.39